The following is a DFT calculation (the ωB97M-V functional and the def2-TZVPD basis) of a molecular structure, C21H32N5O6PPtS2Te.

For the maximum force, the calculation gives 0.5 eV Å⁻¹. The HOMO energy comes out at -7.28 eV. The value obtained for the energy is -3069.7242 a.u. The energy above the lowest of the compared OMol25 structures with the same formula, charge and spin is 0.00 kJ/mol. The value obtained for the HOMO-LUMO gap is 0.242 Eh.

```
69
Properties=species:S:1:pos:R:3:forces:R:3:nbo_charge:R:1
Pt 0.111 -0.237 0.503 0.4376 -0.0527 -0.0152 1.2626
C 2.439 0.265 4.034 -0.0061 0.0016 0.0483 -0.6869
C 1.880 -0.114 2.709 0.0943 -0.1753 0.1513 0.3513
N 0.608 -0.110 2.493 -0.1335 0.4787 -0.2094 -0.2271
O -0.190 0.398 3.492 -0.1798 -0.0436 -0.0399 -0.5391
C 2.717 -0.567 1.631 0.1464 0.0815 0.1507 0.0325
C 4.155 -0.917 1.803 0.0271 -0.0051 -0.0320 -0.6605
N 2.108 -0.762 0.483 -0.2221 0.0910 -0.0575 0.0496
O 2.662 -1.174 -0.537 0.0734 -0.0671 -0.2254 -0.4380
H 1.960 1.172 4.396 0.0115 -0.0016 0.0052 0.2509
H 3.513 0.405 3.974 -0.0010 0.0087 0.0107 0.2333
H 2.219 -0.535 4.745 -0.0056 -0.0181 -0.0248 0.2706
H -0.942 -0.221 3.508 0.0794 -0.0387 0.0462 0.5056
H 4.309 -1.417 2.758 0.0149 -0.0057 0.0024 0.2318
H 4.802 -0.038 1.754 -0.0024 0.0072 -0.0088 0.2229
H 4.443 -1.596 1.004 0.0096 -0.0063 0.0041 0.2594
C -0.404 -0.682 -5.243 -0.0026 -0.0011 0.0103 -0.6211
C 0.866 -0.340 -4.477 -0.0006 -0.0185 -0.0030 -0.2216
N 0.768 0.907 -3.716 -0.0073 0.0258 0.0060 -0.3710
C 1.065 2.161 -4.424 0.0259 0.0090 0.0034 -0.2100
C -0.186 2.935 -4.818 -0.0005 0.0042 -0.0001 -0.6224
C 0.375 0.937 -2.441 0.1446 -0.0128 0.0175 0.3557
S -0.187 -0.541 -1.760 -0.0523 -0.0750 0.0368 0.0332
N 0.375 2.151 -1.868 -0.1435 -0.0228 -0.0287 -0.6282
C 0.419 2.452 -0.604 0.0968 -0.0910 0.0094 0.6720
O 0.667 1.680 0.401 -0.0984 -0.0401 -0.0124 -0.6614
C 0.244 3.879 -0.237 0.0367 0.0324 0.0115 -0.0689
C -0.042 4.218 1.083 -0.0025 0.0038 -0.0052 -0.1885
C -0.234 5.546 1.429 0.0043 0.0010 -0.0056 -0.2033
C -0.130 6.537 0.463 0.0020 0.0008 -0.0035 -0.1866
C 0.159 6.201 -0.853 -0.0015 0.0092 0.0076 -0.2204
C 0.342 4.875 -1.205 -0.0174 -0.0087 0.0023 -0.1729
H -0.266 -1.620 -5.781 -0.0033 -0.0116 0.0040 0.2231
H -0.650 0.091 -5.971 0.0029 0.0022 -0.0081 0.2055
H -1.249 -0.800 -4.564 -0.0061 0.0050 0.0053 0.2254
H 1.709 -0.226 -5.159 -0.0106 0.0126 -0.0107 0.2044
H 1.122 -1.138 -3.781 0.0137 0.0073 -0.0155 0.2377
H 1.637 1.883 -5.308 0.0004 0.0094 -0.0060 0.2041
H 1.708 2.773 -3.794 -0.0046 -0.0081 0.0076 0.2213
H -0.797 2.372 -5.522 -0.0054 -0.0103 0.0013 0.2090
H 0.099 3.874 -5.292 0.0024 0.0044 -0.0148 0.2173
H -0.787 3.162 -3.939 0.0030 0.0050 -0.0010 0.2303
H -0.127 3.437 1.827 0.0065 0.0039 -0.0015 0.2341
H -0.468 5.808 2.452 0.0011 0.0013 0.0053 0.2173
H -0.275 7.574 0.736 -0.0052 0.0067 0.0000 0.2165
H 0.241 6.975 -1.605 0.0013 0.0037 -0.0039 0.2168
H 0.563 4.595 -2.226 0.0049 0.0033 -0.0010 0.2244
C -3.716 -2.945 3.677 0.0154 -0.0135 -0.0257 -0.6289
C -2.925 -2.163 2.659 -0.1250 0.0208 0.0778 -0.0730
O -1.506 -2.242 2.998 -0.0372 0.2077 -0.1164 -0.8744
P -0.490 -2.992 2.022 0.2472 -0.1217 -0.0148 1.9991
O -0.334 -2.183 0.694 -0.4043 0.0657 0.0228 -1.0799
Te 1.478 -3.595 3.128 -0.1130 -0.1179 0.0130 -0.5204
O -1.369 -4.241 1.576 0.0336 0.0489 0.0174 -0.8477
C -0.874 -5.128 0.550 0.0191 -0.0210 -0.0211 -0.0641
C -1.262 -6.538 0.920 -0.0054 -0.0044 -0.0128 -0.6256
H -4.779 -2.865 3.446 -0.0047 -0.0019 0.0134 0.2194
H -3.546 -2.561 4.683 0.0004 -0.0008 0.0091 0.2110
H -3.430 -3.996 3.649 -0.0039 -0.0208 0.0095 0.2218
H -3.188 -1.104 2.666 0.0481 -0.0452 0.0113 0.1886
H -3.084 -2.546 1.655 0.0038 0.0408 -0.0449 0.2115
H 0.211 -5.025 0.480 0.0024 -0.0171 -0.0089 0.1995
H -1.318 -4.811 -0.395 0.0042 0.0018 0.0084 0.1883
H -0.763 -6.838 1.841 -0.0020 -0.0002 0.0106 0.2218
H -0.970 -7.223 0.123 0.0069 -0.0033 0.0034 0.2141
H -2.340 -6.613 1.063 -0.0032 -0.0025 -0.0083 0.2128
S -2.057 0.748 0.614 -0.2270 0.0644 0.3768 -0.1461
C -3.166 -0.319 -0.069 0.3128 -0.1801 -0.1584 0.0490
N -3.926 -1.051 -0.538 -0.0964 -0.0052 0.0245 -0.3675
```
Positions in Å, forces in eV/Å.

The following is a DFT calculation (the ωB97M-V functional and the def2-TZVPD basis) of 9 unconnected molecules or ions with the total composition H17O9 at a distorted geometry.

For the maximum force, the calculation gives 1.7 eV Å⁻¹. The HOMO energy comes out at -6.54 eV. The value obtained for the energy is -687.4297 a.u. Its charge is -1. The energy above the lowest of the compared OMol25 structures with the same formula, charge and spin is 58.96 kJ/mol. The value obtained for the HOMO-LUMO gap is 0.351 Eh.

```
26
Properties=species:S:1:pos:R:3:forces:R:3:nbo_charge:R:1
O 1.976 -0.203 -0.445 0.0518 0.0475 -0.7150 -0.9979
H 1.050 0.007 -0.179 0.2267 0.0686 0.2807 0.5280
H 1.987 -1.066 -0.868 -0.2862 -0.0495 0.0188 0.4681
O 2.122 -0.430 2.200 0.5897 -0.1134 0.6751 -0.9800
H 1.291 0.049 2.079 0.1396 0.5604 -0.5768 0.5013
O -2.530 -1.759 -2.580 -0.2625 -0.5848 -0.3224 -0.9703
H -3.282 -1.180 -2.445 0.0619 0.1646 0.0967 0.4616
H -1.809 -1.323 -2.118 0.1716 0.4777 0.3513 0.5052
O 0.031 1.160 0.875 -0.1941 -0.4185 -0.0735 -1.2075
H -0.517 1.014 1.653 -0.0313 0.1611 0.1106 0.4400
H -1.008 0.843 -0.163 0.0145 -0.7534 -0.2144 0.5032
O 0.843 -2.647 2.670 -0.0808 -0.4433 0.3906 -1.0211
H 0.269 -2.869 1.930 0.0381 0.4220 -0.0639 0.4723
H 1.316 -1.797 2.490 -0.1495 -0.5516 -0.2020 0.4907
O -0.157 3.725 0.853 -0.1190 -1.3117 -1.0191 -1.0198
H -0.081 2.682 0.709 0.2002 1.1542 1.0930 0.5034
H -0.353 3.969 -0.060 -0.0033 0.4945 0.1436 0.4311
O -1.646 0.437 -0.884 -0.0184 0.9608 -0.0791 -1.0528
H -1.976 1.239 -1.306 -0.1396 -0.1260 -0.1613 0.4443
H 2.527 -0.474 1.316 -0.5042 0.3197 0.1201 0.5037
O 1.123 1.412 -3.266 -0.7435 0.7440 0.4719 -0.9509
H 0.492 2.003 -2.807 0.3583 -0.2777 -0.6269 0.4626
H 1.382 0.877 -2.513 0.4604 -0.5079 0.2826 0.4850
O -1.423 -1.804 0.582 -0.4619 -0.5340 0.3308 -0.9535
H -1.610 -1.039 1.149 0.1051 -0.2369 -0.4571 0.4784
H -2.276 -2.045 0.177 0.5766 0.3334 0.1458 0.4750
```
Positions in Å, forces in eV/Å.

The following is a DFT calculation (the ωB97M-V functional and the def2-TZVPD basis) of a molecular structure, C16H30BCaClCsF5LiN4O9PS at a distorted geometry.

For the maximum force, the calculation gives 2.8 eV Å⁻¹. The HOMO energy comes out at -5.40 eV. The value obtained for the energy is -3952.6713 a.u. The energy above the lowest of the compared OMol25 structures with the same formula, charge and spin is 55.97 kJ/mol. The value obtained for the HOMO-LUMO gap is 0.049 Eh.

```
71
Properties=species:S:1:pos:R:3:forces:R:3:lowdin_charge:R:1
C -4.460 1.985 3.417 -0.1507 -0.1747 -0.1444 -0.0897
C -3.369 1.138 2.757 -0.2995 0.0260 0.0151 -0.2394
C -2.133 1.930 2.385 -0.0985 -0.2011 -0.7885 -0.2860
N -1.033 1.043 1.958 -0.0996 0.5833 0.4004 -0.2510
P 0.375 0.868 2.886 1.1345 -0.7918 -0.5458 1.0363
B 1.383 2.541 2.579 -0.5934 0.1544 0.5452 -0.6114
C 0.770 3.979 2.565 0.3903 -0.2931 -0.2616 -0.0359
O 2.735 2.357 2.356 0.2161 0.4528 0.1592 0.0390
C -0.070 0.936 4.719 0.2499 -0.2107 -0.0155 -0.5131
O 0.082 -0.036 5.401 -0.2700 0.2983 -0.0439 0.0911
N -0.570 2.184 5.345 0.1245 -0.7902 0.4795 0.1263
C 0.317 2.840 6.171 -0.3472 0.8259 0.1311 -0.5541
O 0.071 3.729 6.922 0.2703 -0.5179 -0.1786 0.1549
F 1.582 2.406 5.977 0.1827 0.1597 -0.2076 0.1094
H -5.346 2.017 2.793 -0.1642 0.1010 -0.1236 0.0669
H -4.153 3.012 3.586 0.1240 0.1662 0.1179 0.0663
H -4.780 1.552 4.358 0.0280 0.0369 0.2681 0.0673
H -3.116 0.278 3.372 0.2162 -0.0508 0.2137 0.1029
H -3.771 0.728 1.836 0.0190 -0.2382 -0.1370 0.0828
H -2.397 2.558 1.533 -0.0737 0.2983 -0.0539 0.1059
H -1.818 2.602 3.174 0.1880 -0.0302 0.2469 0.0807
H -1.372 0.114 1.735 -0.0268 -0.1734 0.1468 0.0491
H 1.540 4.744 2.589 0.1100 0.2005 -0.0748 0.0590
H 0.133 4.086 3.438 -0.3049 0.1034 0.0323 0.0506
H 0.164 4.115 1.671 -0.2991 0.1277 -0.0564 0.0649
H 3.220 2.193 3.172 0.1646 -0.4129 -0.1074 0.1030
H -1.369 1.931 5.921 -0.3517 0.3048 -0.1740 0.1542
C -1.729 -2.609 3.257 0.1909 -0.0540 0.5729 -0.1561
O -0.541 -1.860 2.922 -0.4373 0.2190 -0.1902 -0.2220
H -2.459 -2.431 2.469 0.0319 -0.0078 -0.0685 0.0649
H -1.527 -3.709 3.313 -0.0999 0.1067 -0.4367 0.0195
H -2.134 -2.246 4.215 -0.0623 0.0794 -0.0985 0.0628
H 0.108 -2.019 3.612 0.0690 -0.1298 -0.0219 0.0515
C -3.269 -0.664 -1.323 -0.0007 0.0925 0.1436 -0.2858
O -3.831 0.075 -0.557 -0.0784 0.1594 0.0843 0.0577
N -2.232 -0.234 -2.111 0.3830 -0.1786 -0.1930 -0.1878
C -1.584 -1.130 -3.043 -1.1184 0.8908 -0.0102 -0.0998
C -1.808 1.164 -1.997 -0.3411 -0.6357 0.4208 -0.0440
H -3.527 -1.723 -1.462 0.0590 -0.0077 -0.0073 0.1582
H -0.543 -1.222 -2.770 -1.5054 -2.3005 -0.1935 -0.0622
H -1.666 -0.730 -4.063 0.2666 -0.2109 -0.0849 0.1323
H -1.999 -2.132 -3.013 0.1838 -0.0742 0.1149 0.1152
H -1.494 1.369 -0.967 0.0131 0.1424 -0.0480 0.0929
H -2.639 1.821 -2.248 0.1651 0.2265 -0.0605 0.1124
H -0.979 1.378 -2.693 -0.4043 0.2238 -0.1645 0.0485
C 4.729 1.437 -1.109 -0.5793 1.0160 0.7705 -0.6268
F 4.497 2.669 -1.495 0.1241 -0.0780 -0.4448 0.1975
F 5.740 0.921 -1.989 0.1482 0.2692 0.8578 -0.3347
F 5.212 1.458 0.092 0.2586 -0.4479 -0.0397 0.2378
S 3.351 0.304 -1.370 -0.6626 -0.6080 1.2178 0.4150
O 3.083 0.445 -2.805 0.1389 -0.0018 -0.4155 -0.4279
O 2.254 0.793 -0.571 -0.3598 0.0191 -0.6298 -0.2785
O 3.891 -0.964 -0.995 0.7965 -0.1388 -0.3879 -0.2267
Li 5.905 -0.616 -2.919 -1.2344 -1.6890 0.7059 0.6192
Cs 7.152 1.392 -4.107 1.1389 1.3532 -1.8688 1.1612
N 0.026 -3.355 -3.874 -0.2796 0.5260 -0.4350 -0.0821
C 1.262 -2.910 -3.845 -0.0448 0.5971 -0.2519 -0.2746
C 2.189 -3.049 -4.865 0.1083 -0.0329 0.0732 -0.0629
C 1.785 -3.731 -5.998 0.0002 -0.0976 -0.0193 -0.0548
C 0.489 -4.226 -6.047 0.0898 0.0082 0.0779 -0.0382
C -0.351 -4.017 -4.967 -0.0650 -0.0738 -0.0302 -0.1880
H 1.533 -2.383 -2.923 0.4085 -0.1714 0.4680 0.0650
H 3.187 -2.641 -4.774 0.0015 0.0236 -0.0151 0.0905
H 2.465 -3.874 -6.826 -0.0069 0.0235 -0.0226 0.1091
H 0.134 -4.768 -6.911 -0.0186 0.0092 -0.0188 0.1088
H -1.364 -4.396 -4.960 -0.0005 -0.0606 0.0011 0.1079
Cl -0.021 -5.530 -2.258 0.1118 -0.1383 0.0299 -0.4452
Ca 0.790 -0.086 -2.655 2.0585 1.2735 -0.3195 1.5552
O 2.185 0.701 -6.758 -0.0151 -0.0522 0.5928 -0.5656
H 2.488 0.708 -5.842 0.2097 0.0260 0.2802 -0.2892
F -1.373 -5.216 2.612 0.0196 -0.0499 0.2218 -0.6602
```
Positions in Å, forces in eV/Å.

What did the second record say?
The following is a DFT calculation (the ωB97M-V functional and the def2-TZVPD basis) of 9 unconnected molecules or ions with the total composition H17O9 at a distorted geometry.

For the maximum force, the calculation gives 1.7 eV Å⁻¹. The HOMO energy comes out at -6.54 eV. The value obtained for the energy is -687.4297 a.u. Its charge is -1. The energy above the lowest of the compared OMol25 structures with the same formula, charge and spin is 58.96 kJ/mol. The value obtained for the HOMO-LUMO gap is 0.351 Eh.

```
26
Properties=species:S:1:pos:R:3:forces:R:3:nbo_charge:R:1
O 1.976 -0.203 -0.445 0.0518 0.0475 -0.7150 -0.9979
H 1.050 0.007 -0.179 0.2267 0.0686 0.2807 0.5280
H 1.987 -1.066 -0.868 -0.2862 -0.0495 0.0188 0.4681
O 2.122 -0.430 2.200 0.5897 -0.1134 0.6751 -0.9800
H 1.291 0.049 2.079 0.1396 0.5604 -0.5768 0.5013
O -2.530 -1.759 -2.580 -0.2625 -0.5848 -0.3224 -0.9703
H -3.282 -1.180 -2.445 0.0619 0.1646 0.0967 0.4616
H -1.809 -1.323 -2.118 0.1716 0.4777 0.3513 0.5052
O 0.031 1.160 0.875 -0.1941 -0.4185 -0.0735 -1.2075
H -0.517 1.014 1.653 -0.0313 0.1611 0.1106 0.4400
H -1.008 0.843 -0.163 0.0145 -0.7534 -0.2144 0.5032
O 0.843 -2.647 2.670 -0.0808 -0.4433 0.3906 -1.0211
H 0.269 -2.869 1.930 0.0381 0.4220 -0.0639 0.4723
H 1.316 -1.797 2.490 -0.1495 -0.5516 -0.2020 0.4907
O -0.157 3.725 0.853 -0.1190 -1.3117 -1.0191 -1.0198
H -0.081 2.682 0.709 0.2002 1.1542 1.0930 0.5034
H -0.353 3.969 -0.060 -0.0033 0.4945 0.1436 0.4311
O -1.646 0.437 -0.884 -0.0184 0.9608 -0.0791 -1.0528
H -1.976 1.239 -1.306 -0.1396 -0.1260 -0.1613 0.4443
H 2.527 -0.474 1.316 -0.5042 0.3197 0.1201 0.5037
O 1.123 1.412 -3.266 -0.7435 0.7440 0.4719 -0.9509
H 0.492 2.003 -2.807 0.3583 -0.2777 -0.6269 0.4626
H 1.382 0.877 -2.513 0.4604 -0.5079 0.2826 0.4850
O -1.423 -1.804 0.582 -0.4619 -0.5340 0.3308 -0.9535
H -1.610 -1.039 1.149 0.1051 -0.2369 -0.4571 0.4784
H -2.276 -2.045 0.177 0.5766 0.3334 0.1458 0.4750
```
Positions in Å, forces in eV/Å.